The following is a quantum chemistry calculation of a molecular structure, C5H8O2, from OMol25.

Output
Relative energy (zero: lowest compared OMol25 entry of this formula, charge and spin) = 48.6 kcal/mol
DFT total energy = -345.72758 Eh
Kohn-Sham gap = 10.2 eV
HOMO energy = -9.32 eV

Element x y z (Å)
C: -0.022725 1.130346 -0.156445
C: -0.292740 -0.323431 0.174621
C: -1.174613 -1.328029 -0.471350
C: -1.362206 -0.953191 0.988995
O: 1.085541 -0.599908 0.414051
C: 1.449791 0.715049 0.042980
O: 2.214116 0.664662 -1.123548
H: -0.247696 1.434184 -1.181387
H: 2.673760 1.505174 -1.220559
H: -0.420062 1.853701 0.560819
H: -1.909220 -0.992332 -1.198799
H: -0.724744 -2.294179 -0.682038
H: -2.223509 -0.349523 1.264483
H: -1.048448 -1.677097 1.735686
H: 2.002759 1.214579 0.852489

Atoms 1-3, force components in eV/Å:
-0.06 0.05 -0.06
-0.34 -0.09 0.01
0.01 -0.07 -0.19

---

The following is a quantum chemistry calculation of C5H8O in the gas phase, from OMol25.

Output
Relative energy (zero: lowest compared OMol25 entry of this formula, charge and spin) = 129.1 kcal/mol
DFT total energy = -270.35213 Eh
Kohn-Sham gap = 8.8 eV
HOMO energy = -8.71 eV

Element x y z (Å)
C: -1.316761 0.007751 -0.656437
C: -1.170934 -1.441691 -0.749176
C: 1.224515 -0.685014 0.057184
O: 1.935293 0.558123 0.064967
C: 0.745920 1.294765 0.336338
C: -0.129798 0.035580 0.371832
H: -1.055610 0.558007 -1.563658
H: -2.228120 0.421455 -0.202005
H: -1.700540 -1.797620 0.157354
H: 1.363350 -1.220758 -0.888426
H: 1.532254 -1.341814 0.878652
H: 0.495951 1.991154 -0.471676
H: 0.799170 1.829835 1.291233
H: -0.494690 -0.209773 1.373817

Atoms 1-3, force components in eV/Å:
-0.01 -0.18 -0.27
-0.50 0.10 0.07
0.08 -0.35 0.03

---

The following is a quantum chemistry calculation of C5H4ClN3 in the gas phase, from OMol25.

Output
Relative energy (zero: lowest compared OMol25 entry of this formula, charge and spin) = 134.9 kcal/mol
DFT total energy = -817.13482 Eh
Kohn-Sham gap (alpha / beta) = 7.1 / 7.1 eV
HOMO energy (alpha / beta) = -8.86 / -8.86 eV

Element x y z (Å)
C: -1.235850 -1.215638 -2.987513
C: -0.465822 -0.795023 -1.940063
C: -0.451074 1.626157 0.752632
C: 0.332634 0.465454 0.853932
C: 1.359052 0.481582 1.953932
N: -1.737704 -1.413430 -4.014254
N: 0.089443 -0.703482 0.356750
N: -0.735692 -0.990455 -0.694497
Cl: -0.485222 2.652364 -0.529635
H: 2.217127 1.054148 1.605560
H: 0.965080 0.961701 2.845200
H: 1.658770 -0.539999 2.163753
H: -1.510743 -1.583379 -0.365796

Atoms 1-3, force components in eV/Å:
-1.02 -0.50 -1.03
1.66 1.26 1.56
-0.99 0.67 0.00

---

The following is a quantum chemistry calculation of 2 unconnected molecules or ions with the total composition C4H13NOS, from OMol25.

Output
Relative energy (zero: lowest compared OMol25 entry of this formula, charge and spin) = 21.1 kcal/mol
DFT total energy = -688.35503 Eh
SMILES = CN[C@H](C)CS.O
Kohn-Sham gap = 9.6 eV
HOMO energy = -8.60 eV

Element x y z (Å)
C: -0.516706 0.577027 -0.973991
N: 0.389400 1.155693 0.002067
C: 0.131510 0.795532 1.399224
C: 0.188555 2.005051 2.320256
C: 1.053182 -0.318876 1.906817
S: 0.355090 -1.988657 1.507441
H: -1.518998 0.374701 -0.539480
H: -0.746807 1.258160 -1.796135
H: -0.153277 -0.380051 -1.333852
H: 0.396196 2.162511 -0.055271
H: -0.874658 0.385958 1.469296
H: 1.217868 2.300401 2.566024
H: -0.306915 2.887213 1.900012
H: -0.338174 1.823292 3.262833
H: 2.057962 -0.311594 1.481127
H: 1.106243 -0.271196 2.991221
H: 1.487017 -2.536862 1.052792
O: -1.280222 -3.221532 -5.333160
H: -2.015407 -3.654972 -5.798313
H: -0.631857 -3.041800 -6.028900

Atoms 1-3, force components in eV/Å:
-1.01 -0.12 0.31
0.19 0.29 0.34
0.14 -0.17 -0.24

---

The following is a quantum chemistry calculation of a molecular structure, C11H7BrN3O7Pt, from OMol25.

Output
Multiplicity = 3
DFT total energy = -3807.67572 Eh
Total charge = -1
Kohn-Sham gap (alpha / beta) = 5.7 / 6.6 eV
HOMO energy (alpha / beta) = -3.10 / -5.50 eV

Element x y z (Å)
Pt: 0.175406 0.620763 0.265419
O: 4.154072 0.762908 -4.387576
C: 3.374140 0.737671 -3.476922
C: 1.962981 0.132627 -3.504644
O: 1.454412 -0.444941 -4.436943
C: 1.444158 0.361116 -2.157155
C: 2.348328 1.047520 -1.366081
O: 2.042672 1.355369 -0.132752
C: 3.605574 1.297412 -2.065200
O: 4.617131 1.825274 -1.664082
O: 0.287460 -0.008507 -1.676164
Br: -1.930185 -2.059592 -1.041539
C: -2.559672 -0.842920 0.271310
C: -3.852444 -0.936448 0.669364
C: -4.322338 -0.103514 1.737203
C: -3.400139 0.674953 2.392963
C: -2.079573 0.713925 1.972023
N: -1.661224 0.015062 0.821117
C: -1.030426 1.423044 2.693372
O: -1.193721 2.002942 3.753043
O: 0.164168 1.396710 2.088230
H: -4.493755 -1.665926 0.198107
H: -5.357408 -0.139339 2.044979
H: -3.651271 1.266880 3.263570
N: 1.671356 -2.164668 0.162000
N: 1.340995 -1.125551 1.082264
H: 2.654767 -2.099610 -0.067796
H: 1.136724 -1.991682 -0.684514
H: 2.136824 -0.533539 1.310794
H: 0.960988 -1.517937 1.935610

Atoms 1-3, force components in eV/Å:
-0.19 0.01 0.02
0.04 -0.02 -0.04
-0.09 0.06 0.08

---

The following is a quantum chemistry calculation of a gas-phase ion, CHINOS (charge -1), from OMol25.

Output
Relative energy (zero: lowest compared OMol25 entry of this formula, charge and spin) = 10.1 kcal/mol
DFT total energy = -864.63835 Eh
SMILES = [O-]C(=S)NI
Total charge = -1
Kohn-Sham gap = 6.6 eV
HOMO energy = -3.66 eV

Element x y z (Å)
O: 0.802459 2.411227 0.076003
C: -0.037310 1.525401 0.072017
S: -1.752222 1.409824 -0.042070
N: 0.587606 0.212395 0.045463
I: 2.593662 0.202517 -0.011138
H: 0.202609 -0.686762 0.270202

Atoms 1-3, force components in eV/Å:
-1.01 0.98 0.06
0.97 -1.66 -0.27
0.21 0.35 0.24